{
  "formula": "C16H16N4O3S",
  "method": "ωB97M-V with the def2-TZVPD basis set",
  "species": ["C", "O", "C", "O", "C", "C", "C", "C", "C", "S", "C", "N", "N", "N", "N", "C", "C", "C", "C", "C", "C", "C", "C", "O", "H", "H", "H", "H", "H", "H", "H", "H", "H", "H", "H", "H", "H", "H", "H", "H"],
  "positions_angstrom": [[-5.675, -2.373, -0.982], [-4.895, -1.360, -0.366], [-4.964, -0.144, -0.912], [-5.642, 0.139, -1.871], [-4.105, 0.816, -0.212], [-3.904, 2.153, -0.467], [-2.977, 2.596, 0.493], [-2.680, 1.502, 1.268], [-1.733, 1.339, 2.393], [0.001, 1.269, 1.768], [0.001, -0.367, 1.211], [-0.916, -1.283, 1.445], [-0.476, -2.392, 0.876], [0.646, -2.224, 0.320], [1.007, -0.945, 0.497], [2.190, -0.374, -0.008], [2.113, 0.825, -0.702], [3.260, 1.402, -1.210], [4.493, 0.788, -1.035], [5.747, 1.410, -1.564], [4.547, -0.415, -0.340], [3.414, -1.019, 0.183], [3.503, -2.311, 0.930], [-3.356, 0.429, 0.840], [-5.556, -2.337, -2.067], [-6.731, -2.234, -0.739], [-5.314, -3.317, -0.584], [-4.369, 2.722, -1.245], [-2.578, 3.584, 0.603], [-1.750, 2.193, 3.066], [-1.918, 0.404, 2.919], [1.154, 1.299, -0.851], [3.193, 2.334, -1.750], [6.415, 0.652, -1.966], [5.524, 2.135, -2.343], [6.273, 1.927, -0.760], [5.503, -0.897, -0.201], [2.980, -3.097, 0.388], [4.541, -2.604, 1.065], [3.034, -2.223, 1.910]],
  "energy_ha": -1462.1976,
  "e_lumo_ev": 0.459,
  "relative_energy_kcal_mol": 76.64,
  "gap_ev": 9.1817
}

{
  "formula": "C16H16N4O5",
  "method": "ωB97M-V with the def2-TZVPD basis set",
  "species": ["C", "O", "C", "O", "C", "C", "C", "C", "C", "C", "C", "C", "O", "C", "C", "N", "N", "N", "N", "C", "C", "C", "O", "C", "O", "H", "H", "H", "H", "H", "H", "H", "H", "H", "H", "H", "H", "H", "H", "H", "H"],
  "positions_angstrom": [[-3.226, 1.717, -3.289], [-1.817, 1.668, -3.124], [-1.111, 1.251, -4.177], [-1.601, 0.903, -5.219], [0.377, 1.285, -3.889], [0.696, 0.907, -2.472], [0.483, -0.325, -1.943], [-0.092, -1.452, -2.740], [0.823, -0.560, -0.558], [0.677, -1.798, 0.080], [0.997, -1.940, 1.407], [1.475, -0.857, 2.146], [1.789, -1.063, 3.476], [0.843, -0.551, 4.399], [-0.497, -1.174, 4.215], [-1.317, -0.903, 3.177], [-2.356, -1.636, 3.321], [-2.181, -2.337, 4.417], [-1.034, -2.086, 5.011], [1.666, 0.381, 1.545], [2.237, 1.553, 2.281], [1.329, 0.511, 0.191], [1.527, 1.730, -0.362], [1.249, 1.993, -1.664], [1.480, 3.105, -2.080], [-3.637, 1.976, -2.317], [-3.494, 2.472, -4.031], [-3.604, 0.748, -3.622], [0.713, 2.317, -4.034], [0.887, 0.649, -4.614], [-0.344, -1.144, -3.749], [-0.996, -1.821, -2.257], [0.622, -2.273, -2.794], [0.303, -2.646, -0.469], [0.888, -2.893, 1.902], [1.229, -0.804, 5.388], [0.740, 0.537, 4.298], [-2.853, -2.999, 4.778], [2.896, 2.114, 1.623], [2.795, 1.218, 3.151], [1.442, 2.228, 2.599]],
  "energy_ha": -1214.5233,
  "e_lumo_ev": 0.164,
  "relative_energy_kcal_mol": 0.00,
  "gap_ev": 8.7055
}

{
  "formula": "C16H17BN7Os",
  "method": "ωB97M-V with the def2-TZVPD basis set",
  "species": ["Os", "B", "N", "C", "C", "C", "N", "N", "C", "C", "C", "N", "H", "H", "H", "H", "H", "H", "H", "H", "N", "C", "C", "C", "C", "C", "N", "C", "C", "C", "C", "C", "N", "H", "H", "H", "H", "H", "H", "H", "H", "H"],
  "positions_angstrom": [[0.027, 0.435, 0.472], [2.708, -0.245, 2.731], [2.908, -0.346, 1.251], [4.057, -0.725, 0.651], [3.872, -0.695, -0.721], [2.557, -0.272, -0.896], [1.992, -0.040, 0.305], [1.280, -0.203, 3.186], [0.936, -0.262, 4.495], [-0.419, -0.499, 4.587], [-0.867, -0.549, 3.265], [0.165, -0.362, 2.428], [3.334, 0.676, 3.189], [3.275, -1.129, 3.310], [4.938, -0.999, 1.203], [4.596, -0.934, -1.474], [2.028, -0.113, -1.824], [1.658, -0.132, 5.279], [-0.993, -0.638, 5.479], [-1.871, -0.731, 2.927], [-2.499, 2.596, -0.012], [-2.870, 1.276, -0.054], [-4.215, 0.964, -0.343], [-4.589, -0.349, -0.517], [-3.620, -1.352, -0.382], [-2.344, -0.984, -0.013], [-1.964, 0.300, 0.165], [-1.267, 3.200, -0.109], [-1.242, 4.610, -0.170], [-0.046, 5.273, -0.343], [1.119, 4.519, -0.488], [1.032, 3.145, -0.398], [-0.124, 2.479, -0.196], [-3.278, 3.246, -0.090], [-4.944, 1.754, -0.442], [-5.609, -0.610, -0.769], [-3.872, -2.391, -0.536], [-1.581, -1.741, 0.187], [-2.165, 5.166, -0.084], [-0.007, 6.352, -0.392], [2.076, 4.986, -0.664], [1.926, 2.544, -0.504]],
  "energy_ha": -1117.6390,
  "e_lumo_ev": [-10.369, -13.440],
  "charge": 3,
  "gap_ev": [7.6121, 4.5369],
  "spin_multiplicity": 5
}

{
  "formula": "C16H17ClN3O3PdS3",
  "method": "ωB97M-V with the def2-TZVPD basis set",
  "species": ["Pd", "C", "S", "C", "S", "N", "N", "C", "C", "C", "C", "C", "C", "N", "H", "H", "H", "H", "H", "H", "H", "H", "C", "C", "C", "C", "C", "C", "C", "S", "O", "O", "O", "H", "H", "H", "H", "H", "H", "H", "Cl", "C", "H", "H"],
  "positions_angstrom": [[0.328, -0.747, -2.077], [5.110, 1.261, -2.472], [3.805, 2.463, -2.285], [2.344, 1.486, -2.236], [2.561, -0.282, -1.925], [1.177, 2.036, -2.486], [0.130, 1.246, -2.511], [-1.034, 1.673, -2.706], [-2.151, 0.747, -2.668], [-3.358, 1.203, -3.175], [-4.398, 0.321, -3.116], [-4.209, -0.909, -2.597], [-3.001, -1.279, -2.054], [-1.919, -0.489, -2.192], [6.029, 1.918, -2.651], [4.891, 0.614, -3.328], [5.216, 0.688, -1.541], [-1.228, 2.754, -2.741], [-3.323, 2.186, -3.539], [-5.355, 0.638, -3.485], [-5.021, -1.632, -2.626], [-2.856, -2.306, -1.633], [-0.580, -0.468, 6.569], [-0.290, -0.347, 5.080], [0.250, -1.373, 4.311], [0.706, -1.121, 3.009], [0.582, 0.174, 2.482], [0.024, 1.193, 3.245], [-0.351, 0.946, 4.536], [1.115, 0.527, 0.806], [0.624, 1.830, 0.431], [2.547, 0.400, 0.676], [0.409, -0.592, 0.046], [-1.373, 0.211, 6.883], [0.372, -0.216, 7.066], [-0.897, -1.437, 6.879], [0.362, -2.353, 4.749], [1.150, -1.897, 2.421], [-0.081, 2.168, 2.794], [-0.752, 1.733, 5.184], [2.000, -3.631, -2.617], [0.467, -3.072, -2.785], [-0.167, -3.237, -1.911], [0.144, -3.027, -3.807]],
  "energy_ha": -2792.0990,
  "e_lumo_ev": [-4.256, -6.195],
  "relative_energy_kcal_mol": 0.00,
  "charge": 1,
  "gap_ev": [7.0004, 5.1484],
  "spin_multiplicity": 5
}

{
  "formula": "C16H17CoN3O6Se",
  "method": "ωB97M-V with the def2-TZVPD basis set",
  "species": ["Co", "O", "N", "N", "C", "C", "C", "C", "C", "C", "C", "C", "C", "C", "C", "C", "C", "H", "H", "H", "H", "H", "H", "H", "H", "H", "H", "O", "Se", "O", "O", "O", "C", "N", "C", "C", "O", "H", "H", "H", "H", "H", "H", "H"],
  "positions_angstrom": [[-2.390, -0.895, -0.111], [-4.096, -1.726, -0.280], [-4.095, -0.690, -1.009], [-0.990, 0.006, -0.888], [-0.003, 0.764, -1.060], [0.752, 1.216, 0.147], [2.145, 1.225, 0.135], [2.840, 1.593, 1.277], [2.145, 1.965, 2.421], [0.759, 1.958, 2.428], [0.054, 1.575, 1.296], [0.406, 1.200, -2.421], [1.054, 2.419, -2.603], [1.386, 2.842, -3.881], [1.084, 2.047, -4.975], [0.444, 0.828, -4.796], [0.102, 0.405, -3.523], [2.679, 0.949, -0.765], [3.922, 1.598, 1.272], [2.689, 2.265, 3.307], [0.216, 2.249, 3.317], [-1.028, 1.545, 1.308], [1.283, 3.040, -1.748], [1.879, 3.795, -4.020], [1.348, 2.376, -5.972], [0.209, 0.208, -5.650], [-0.402, -0.541, -3.377], [-4.325, 2.501, 1.044], [-4.442, 0.919, 1.184], [-4.893, 0.349, -0.467], [-2.922, 0.232, 1.301], [-5.452, 0.306, 2.245], [2.015, -3.374, 1.864], [0.577, -3.156, 1.951], [-0.208, -3.679, 3.064], [-0.039, -2.404, 1.050], [-1.239, -2.127, 1.113], [2.303, -4.116, 2.602], [2.570, -2.456, 2.067], [2.290, -3.751, 0.879], [0.404, -4.373, 3.632], [-1.090, -4.193, 2.684], [-0.543, -2.869, 3.713], [0.603, -2.024, 0.244]],
  "energy_ha": -5019.5552,
  "e_lumo_ev": [-1.733, -1.446],
  "relative_energy_kcal_mol": 32.77,
  "gap_ev": [7.6543, 7.5864],
  "spin_multiplicity": 2
}

{
  "formula": "C16H17F2N3O8",
  "method": "ωB97M-V with the def2-TZVPD basis set",
  "species": ["C", "C", "N", "C", "C", "C", "N", "C", "C", "C", "C", "O", "N", "C", "O", "H", "H", "H", "H", "H", "H", "H", "H", "H", "H", "H", "O", "C", "O", "C", "C", "F", "O", "H", "H", "H", "O", "C", "O", "C", "C", "F", "O", "H", "H", "H"],
  "positions_angstrom": [[2.423, -5.087, 0.224], [2.267, -3.588, 0.412], [1.403, -2.990, -0.655], [0.466, -2.046, -0.098], [-0.852, -2.450, 0.093], [-1.803, -1.586, 0.667], [-3.113, -2.051, 0.869], [-1.436, -0.305, 1.059], [-0.132, 0.077, 0.823], [0.828, -0.747, 0.266], [2.090, -0.019, 0.152], [3.151, -0.371, -0.278], [1.836, 1.304, 0.631], [0.523, 1.382, 1.132], [0.052, 2.327, 1.683], [1.506, -5.576, 0.536], [2.650, -5.339, -0.804], [3.203, -5.450, 0.889], [3.221, -3.072, 0.475], [1.769, -3.427, 1.366], [2.026, -2.438, -1.237], [-1.146, -3.442, -0.206], [-3.768, -1.302, 0.671], [-3.302, -2.808, 0.225], [-2.117, 0.396, 1.514], [2.537, 1.600, 1.304], [-6.879, 0.024, 0.148], [-6.312, 0.934, 0.641], [-5.233, 0.823, 1.462], [-4.733, 2.132, 1.721], [-5.936, 3.004, 1.453], [-5.597, 4.208, 0.942], [-6.633, 2.250, 0.470], [-3.919, 2.355, 1.028], [-4.366, 2.210, 2.742], [-6.587, 3.156, 2.315], [6.184, 3.582, -3.976], [5.298, 3.171, -3.309], [5.058, 3.535, -2.025], [3.821, 2.942, -1.614], [3.705, 1.772, -2.563], [2.413, 1.493, -2.880], [4.374, 2.254, -3.717], [3.008, 3.654, -1.759], [3.862, 2.646, -0.573], [4.190, 0.861, -2.216]],
  "energy_ha": -1585.8900,
  "e_lumo_ev": -0.651,
  "gap_ev": 8.6425
}